C5H7NO2S | ωB97M-V/def2-TZVPD

Atoms and positions in Å:
1 C -1.869326 1.695928 0.000609
2 C -3.593998 0.275922 0.163352
3 C -1.148606 0.598503 0.093278
4 C 0.603457 0.150292 -0.551492
5 C 0.989485 -1.295718 -0.182286
6 N -3.257722 1.515158 0.040801
7 O -2.024723 -1.846426 -0.624450
8 O 1.157523 -1.573292 1.298835
9 S -2.138571 -0.848381 0.486065
10 H -1.641654 2.764248 -0.230768
11 H -4.594180 0.056147 0.001245
12 H 1.185502 0.946463 -0.216788
13 H 0.632829 0.270503 -1.628331
14 H 2.010318 -1.485007 -0.547610
15 H 0.277243 -2.075216 -0.611424
16 H 1.626205 -0.865487 1.604641

Force components x, y, z for each atom (eV/Å):
0.10 1.72 -0.39
2.52 2.09 -0.11
4.39 -2.05 -1.70
-4.07 -0.85 1.21
0.42 -0.63 1.38
-1.43 -1.61 0.34
-0.06 0.21 0.50
-2.92 -2.24 -3.44
-0.79 0.70 -1.14
0.59 -1.25 0.25
-1.76 -1.14 0.32
1.23 0.96 1.25
-0.77 -0.23 -0.26
-0.39 0.12 -0.51
0.94 1.27 0.80
2.01 2.94 1.49

Values from the calculation:
E_HOMO: -9.29 eV
Energy above the lowest of the compared OMol25 structures with the same formula, charge and spin: 432.58 kJ/mol
Gap between HOMO and LUMO: 0.3246 hartree

C5H7NO2S2 | ωB97M-V/def2-TZVPD

Atoms and positions in Å:
1 C -1.763677 -0.171029 0.205252
2 C 0.196413 -1.649160 -0.276094
3 C 0.465686 0.901424 0.152403
4 C -0.442809 1.830256 0.976674
5 C 1.703470 -1.706355 -0.476962
6 N -0.282208 -0.391555 0.045674
7 O -0.519808 -2.612325 -0.436229
8 O -1.825574 1.938966 -1.370756
9 S -3.046421 -1.177383 0.474267
10 S -2.059260 1.688002 0.076020
11 H 0.611890 1.414360 -0.746113
12 H 1.503164 0.769187 0.423567
13 H -0.740999 1.282978 1.952494
14 H -0.194652 2.968737 1.050586
15 H 2.377057 -1.048870 0.003551
16 H 1.949092 -1.271592 -1.516005
17 H 2.068644 -2.765639 -0.538333

Force components x, y, z for each atom (eV/Å):
0.85 -0.71 0.31
0.92 -0.43 -0.15
-0.51 -0.32 0.89
-0.57 0.15 0.99
0.41 -0.84 -3.17
-3.61 1.65 0.45
0.51 0.64 0.18
-0.02 0.40 0.49
1.94 1.19 -0.47
0.91 -1.36 -0.46
-0.39 0.33 -2.19
-0.05 -0.31 1.17
0.75 1.43 -1.06
-0.08 -2.35 0.04
0.30 0.33 1.71
-0.91 -0.87 0.85
-0.46 1.09 0.41

Values from the calculation:
E_HOMO: -8.71 eV
Energy above the lowest of the compared OMol25 structures with the same formula, charge and spin: 172.61 kJ/mol
Gap between HOMO and LUMO: 0.2947 hartree

C5H7NO3 | ωB97M-V/def2-TZVPD

Atoms and positions in Å:
1 C -1.653159 -0.746517 0.678577
2 N -0.777901 -0.274386 -0.375853
3 C 0.257223 -1.153107 -0.969998
4 C 0.929837 -0.280042 -0.009441
5 O 1.426642 -0.849560 1.101905
6 C 0.904143 1.163309 -0.246546
7 O 2.033457 1.918813 -0.537845
8 C -0.406489 1.349802 -0.634567
9 O -1.255391 2.123025 -0.966042
10 H -1.093409 -1.082767 1.562423
11 H -2.275255 -1.569418 0.320573
12 H -2.302469 0.080891 0.963624
13 H 0.412484 -0.999432 -2.032832
14 H 0.147906 -2.196206 -0.681585
15 H 1.573354 -0.143064 1.751165
16 H 2.079028 2.658660 0.076443

Force components x, y, z for each atom (eV/Å):
0.08 -0.01 -0.05
0.49 0.26 0.07
-0.02 0.10 0.03
-0.43 -0.15 0.02
-0.16 0.17 -0.12
0.05 0.10 -0.10
-0.15 -0.01 0.09
-0.11 -0.14 0.07
0.22 -0.30 0.08
-0.01 0.02 -0.05
0.03 0.04 0.02
0.02 -0.03 -0.01
-0.02 0.02 0.04
0.00 0.06 0.02
-0.01 -0.05 -0.07
0.01 -0.07 -0.04

Values from the calculation:
SMILES: C[N@@+]12C[C@@]1(O)C(O)=C2[O-]
E_HOMO: -7.67 eV
Energy above the lowest of the compared OMol25 structures with the same formula, charge and spin: 443.64 kJ/mol
Gap between HOMO and LUMO: 0.2988 hartree

C5H7NO3 | ωB97M-V/def2-TZVPD

Atoms and positions in Å:
1 C -0.521322 1.076772 -0.365148
2 C 1.665028 -0.182960 0.867545
3 C 0.380343 -0.839322 0.473227
4 C -1.688172 1.966152 -0.263767
5 C 0.243950 -2.308468 0.075812
6 N 0.406117 1.228449 -1.208684
7 O 2.644000 -0.816925 1.202458
8 O -0.683337 -0.177827 0.257855
9 O 1.413765 0.494575 -1.274452
10 H 1.415086 0.913092 1.040977
11 H -1.364957 2.805308 0.151959
12 H -2.466208 1.568484 0.278501
13 H -2.248232 2.063916 -1.257508
14 H -0.677174 -2.486141 -0.393330
15 H 0.218284 -2.854631 0.955781
16 H 1.262827 -2.450473 -0.541226

Force components x, y, z for each atom (eV/Å):
-1.05 0.42 -0.17
-1.02 0.28 1.00
1.03 -2.21 -2.20
-1.14 -2.56 -3.99
3.81 2.32 -0.68
-0.35 1.04 -0.49
-0.56 0.70 -0.54
-0.27 0.82 0.17
0.61 -1.62 0.90
1.04 -0.66 -0.05
0.79 4.11 1.39
-1.36 -1.17 1.93
1.37 0.45 0.99
-0.91 -0.02 -1.23
0.58 -1.55 1.68
-2.57 -0.37 1.29

Values from the calculation:
E_HOMO (spin up / spin down): -8.87 / -8.76 eV
Energy above the lowest of the compared OMol25 structures with the same formula, charge and spin: 625.25 kJ/mol
Gap between HOMO and LUMO (spin up / spin down): 0.2859 / 0.2810 hartree